# 1
C21H20IrN6O5S4 | ωB97M-V/def2-TZVPD

Calculated values
- Kohn-Sham gap (alpha / beta) (eV) = 7.42 / 6.76
- ⟨S²⟩ = 0.764
- 2S+1 = 2
- highest occupied orbital energy (alpha / beta) (eV) = -8.189 / -8.627
- energy relative to the best compared isomer or geometry (same formula, charge and spin) (kJ/mol) = 0.0

Geometry (Å):
1 Ir -0.019 0.008 0.266
2 S -3.696 -1.222 -0.347
3 C -3.083 1.340 -1.058
4 C -4.404 1.643 -1.515
5 N -5.467 1.880 -1.881
6 C -2.187 2.326 -0.750
7 S -0.569 2.245 -0.078
8 C -2.605 3.683 -0.964
9 N -2.942 4.769 -1.124
10 O -0.110 -4.185 -0.225
11 S 0.192 -3.625 1.053
12 O 1.454 -3.892 1.670
13 N -0.079 -1.986 1.038
14 C -1.062 -1.627 1.850
15 O -1.330 -0.386 1.866
16 C -1.709 -2.721 2.586
17 C -2.756 -2.684 3.487
18 C -3.191 -3.892 4.018
19 C -2.592 -5.093 3.649
20 C -1.539 -5.126 2.739
21 C -1.120 -3.921 2.221
22 H -3.221 -1.744 3.756
23 H -4.011 -3.902 4.723
24 H -2.954 -6.019 4.074
25 H -1.076 -6.059 2.447
26 N 1.252 -0.408 -3.592
27 C 0.581 -0.271 -2.456
28 O 1.201 -0.052 -1.376
29 C -0.872 -0.333 -2.412
30 C -1.647 -0.383 -3.609
31 N -2.208 -0.431 -4.611
32 C -1.355 -0.241 -1.149
33 N -2.738 -0.017 -0.925
34 H 2.254 -0.316 -3.579
35 H 0.770 -0.558 -4.462
36 C 2.467 -1.080 5.521
37 C 2.663 -0.123 4.350
38 C 1.565 -0.319 3.317
39 S 1.866 0.440 1.718
40 O 3.152 -0.042 1.196
41 C 2.022 2.193 2.118
42 C 3.454 2.614 2.423
43 C 3.525 4.122 2.637
44 H 3.243 -0.939 6.273
45 H 2.509 -2.117 5.184
46 H 1.500 -0.921 6.003
47 H 3.631 -0.301 3.878
48 H 2.656 0.908 4.712
49 H 0.590 0.044 3.653
50 H 1.471 -1.378 3.062
51 H 1.324 2.402 2.933
52 H 1.663 2.724 1.235
53 H 4.088 2.314 1.589
54 H 3.832 2.092 3.301
55 H 3.169 4.661 1.757
56 H 4.551 4.436 2.829
57 H 2.915 4.434 3.487

=====

# 2
C15H40N6NbO17 | ωB97M-V/def2-TZVPD

Calculated values
- Kohn-Sham gap (eV) = 5.62
- net charge = -1
- highest occupied orbital energy (eV) = -4.051
- energy relative to the best compared isomer or geometry (same formula, charge and spin) (kJ/mol) = 0.0

Geometry (Å):
1 C 0.256 -5.247 0.942
2 O -0.110 -3.971 0.527
3 C 0.992 -3.226 -0.020
4 Nb 2.377 -2.258 1.522
5 C 1.094 -2.703 3.345
6 C -0.355 -2.256 3.313
7 O -0.677 -1.474 2.125
8 C -1.899 -1.585 1.711
9 C -2.108 -1.457 0.235
10 O -2.825 -1.749 2.408
11 O 3.392 -4.072 1.685
12 C 4.243 -4.395 0.616
13 C 4.171 -5.934 0.282
14 C 3.634 -6.188 -1.127
15 O 3.360 -6.595 1.230
16 H 0.671 -5.859 0.139
17 H -0.636 -5.744 1.314
18 H 0.977 -5.247 1.756
19 H 1.593 -3.828 -0.715
20 H 0.565 -2.431 -0.632
21 H 3.474 -1.692 0.149
22 H 3.688 -1.561 2.633
23 H 1.594 -0.623 1.362
24 H 1.571 -2.184 4.178
25 H 1.187 -3.756 3.584
26 H -0.673 -1.708 4.190
27 H -0.970 -3.145 3.270
28 H -2.893 -0.738 0.040
29 H -2.411 -2.402 -0.186
30 H -1.207 -1.077 -0.236
31 H 5.267 -4.186 0.924
32 H 3.995 -3.871 -0.302
33 H 5.197 -6.304 0.307
34 H 4.089 -7.075 -1.563
35 H 2.556 -6.292 -1.139
36 H 3.880 -5.366 -1.790
37 H 3.469 -7.543 1.101
38 C -0.744 2.059 0.317
39 N -0.332 1.509 -1.002
40 O -1.062 1.735 -1.967
41 O 0.686 0.870 -1.028
42 H -1.674 2.598 0.182
43 H -0.872 1.218 0.995
44 H 0.043 2.721 0.662
45 C -4.618 2.347 -2.276
46 N -3.885 3.222 -1.322
47 O -3.526 4.318 -1.710
48 O -3.689 2.776 -0.213
49 H -4.717 2.871 -3.219
50 H -4.034 1.439 -2.392
51 H -5.591 2.135 -1.841
52 C 3.278 -3.796 -5.404
53 N 4.272 -3.905 -4.300
54 O 4.084 -3.228 -3.315
55 O 5.202 -4.673 -4.476
56 H 2.515 -3.084 -5.110
57 H 3.808 -3.457 -6.289
58 H 2.853 -4.783 -5.558
59 C 0.596 5.977 0.250
60 N 0.787 5.469 1.638
61 O 0.743 4.266 1.811
62 O 0.970 6.297 2.505
63 H 0.444 5.131 -0.411
64 H -0.275 6.625 0.261
65 H 1.491 6.528 -0.021
66 C -4.380 7.482 -2.678
67 N -3.825 8.711 -3.312
68 O -4.614 9.550 -3.704
69 O -2.617 8.789 -3.393
70 H -5.461 7.553 -2.675
71 H -4.046 6.630 -3.263
72 H -3.990 7.430 -1.666
73 C -2.271 4.575 4.256
74 N -3.064 5.355 3.264
75 O -2.470 6.177 2.593
76 O -4.251 5.113 3.193
77 H -1.237 4.897 4.202
78 H -2.693 4.772 5.237
79 H -2.366 3.525 3.995

=====

# 3
C9H22CaF8LiO14P4 | ωB97M-V/def2-TZVPD

Calculated values
- Kohn-Sham gap (eV) = 1.07
- net charge = -1
- highest occupied orbital energy (eV) = -4.862

Geometry (Å):
1 C 2.979 2.428 1.351
2 P 1.389 2.135 0.568
3 O 1.725 1.766 -0.983
4 O 0.895 3.805 0.586
5 P -0.549 4.144 0.104
6 O -0.967 3.640 -1.206
7 O -0.676 5.714 0.250
8 O -1.510 3.512 1.261
9 P -3.069 3.481 0.975
10 O -3.601 4.716 0.430
11 O -3.355 2.145 0.221
12 O -3.737 3.129 2.432
13 H 3.628 1.558 1.295
14 H 2.744 2.705 2.379
15 H 3.412 3.319 0.898
16 H 2.368 1.045 -1.022
17 H 0.035 6.097 -0.285
18 H -3.264 2.294 -0.739
19 H -4.075 2.199 2.416
20 O -1.920 -0.953 -0.178
21 H -2.320 -0.249 0.510
22 H -1.875 -0.627 -1.092
23 H -2.407 -1.799 -0.139
24 F -4.408 -3.217 -1.673
25 C -3.380 -3.962 -2.214
26 C -3.321 -4.167 -3.570
27 C -2.256 -4.892 -4.100
28 C -1.277 -5.420 -3.241
29 C -1.379 -5.216 -1.872
30 C -2.434 -4.474 -1.359
31 H -4.087 -3.756 -4.216
32 H -2.221 -5.013 -5.198
33 H -0.427 -5.985 -3.601
34 H -0.637 -5.622 -1.200
35 H -2.516 -4.290 -0.290
36 F 2.756 -3.871 -3.772
37 P 2.519 -5.010 -4.988
38 F 1.327 -3.951 -5.331
39 F 2.969 -4.829 -6.571
40 F 2.469 -6.095 -3.715
41 F 4.169 -5.187 -4.852
42 F 1.491 -6.162 -5.590
43 O 4.346 4.535 3.054
44 H 3.966 4.899 2.266
45 Ca -2.722 2.729 4.489
46 O -1.484 -6.935 0.851
47 H -2.432 -6.820 0.965
48 H -1.338 -7.879 0.969
49 C 3.965 5.771 5.965
50 C 3.708 6.121 7.466
51 O 4.194 7.193 7.864
52 O 3.029 5.263 8.074
53 H 4.556 6.552 5.486
54 H 4.499 4.826 5.890
55 H 3.015 5.671 5.441
56 O -2.789 0.236 1.647
57 H -3.190 0.853 1.054
58 Li 5.120 6.052 2.343
59 F -1.648 -4.153 -6.503

=====

# 4
C4H14N2 | ωB97M-V/def2-TZVPD

Calculated values
- Kohn-Sham gap (alpha / beta) (eV) = 14.75 / 7.10
- net charge = +3
- ⟨S²⟩ = 0.754
- 2S+1 = 2
- highest occupied orbital energy (alpha / beta) (eV) = -26.063 / -26.419
- energy relative to the best compared isomer or geometry (same formula, charge and spin) (kJ/mol) = 4.0

Geometry (Å):
1 C -1.295 -1.405 -0.682
2 C -0.313 -1.026 0.337
3 C 0.698 0.234 -0.232
4 C 0.184 1.636 -0.579
5 N 0.285 2.696 0.510
6 N 0.564 -2.160 0.776
7 H -1.962 -0.588 -0.966
8 H -0.891 -1.774 -1.680
9 H -1.960 -2.285 -0.497
10 H -0.783 -0.432 1.149
11 H 0.937 -0.136 -1.241
12 H 1.570 0.258 0.429
13 H 0.705 2.072 -1.436
14 H -0.846 1.484 -0.930
15 H -0.412 3.443 0.375
16 H -0.023 2.299 1.409
17 H 1.207 3.113 0.578
18 H 1.555 -1.899 0.814
19 H 0.433 -2.980 0.162
20 H 0.347 -2.551 1.704